# 1
16
Properties=species:S:1:pos:R:3:forces:R:3 method="wB97M-V/def2-TZVPD" multiplicity=1 de_lowest_kcal_mol=64.0 total_energy_ha=-627.8926 total_charge=0 homo_ev=-5.7 orbital_gap_ev=5.231
C -1.259 -1.413 2.964 -2.3 -2.1 0.7
C -1.530 -0.129 2.253 -0.4 0.6 -1.9
S -0.857 -0.059 0.566 1.1 0.0 -1.2
H -0.527 -2.103 2.510 -0.2 0.6 0.2
H -2.230 -2.042 3.166 1.5 1.0 -0.9
H -1.042 -1.177 3.977 1.0 0.0 1.0
H -1.136 0.733 2.774 -0.2 0.1 0.4
H -2.565 0.027 1.918 0.0 0.0 1.3
N 1.703 0.514 -1.006 0.0 0.6 -3.5
C 1.885 0.283 -2.344 -0.3 1.1 2.2
N 1.031 0.863 -3.261 0.2 0.3 2.8
H 0.846 1.038 -0.697 0.3 -0.8 0.5
H 2.408 0.379 -0.278 -0.5 -0.5 -0.7
H 2.799 -0.359 -2.608 -1.8 1.1 -0.1
H 1.118 0.774 -4.252 0.3 -0.4 -0.2
H 0.326 1.588 -2.919 1.4 -1.7 -0.5

# 2
12
Properties=species:S:1:pos:R:3:forces:R:3 method="wB97M-V/def2-TZVPD" multiplicity=1 de_lowest_kcal_mol=5.9 total_energy_ha=-248.5171 total_charge=0 homo_ev=-9.6 orbital_gap_ev=10.542
C 0.450 -1.434 1.148 0.0 -0.1 0.1
N 0.020 -0.112 0.725 0.0 0.0 -0.2
C 0.065 0.160 -0.610 0.0 -0.1 -0.1
O 0.544 -0.643 -1.397 -0.1 0.2 0.1
C -0.483 1.481 -1.109 0.0 0.0 0.0
H 1.314 -1.718 0.542 -0.1 0.0 0.2
H -0.331 -2.184 0.973 0.1 0.1 0.1
H 0.728 -1.431 2.204 -0.1 0.1 -0.1
H -0.481 0.494 1.358 0.1 -0.1 -0.2
H -1.281 1.252 -1.821 0.1 0.1 0.1
H 0.317 1.971 -1.671 -0.1 0.0 0.1
H -0.864 2.164 -0.344 0.1 -0.2 0.0

# 3
75
Properties=species:S:1:pos:R:3:forces:R:3 method="wB97M-V/def2-TZVPD" multiplicity=1 de_lowest_kcal_mol=0.0 total_energy_ha=-1353.9191 total_charge=0 homo_ev=-9.6 orbital_gap_ev=10.115
O -11.524 -27.375 -3.361 -0.2 -0.9 -1.6
H -12.472 -27.285 -3.184 0.0 0.1 -0.5
H -11.268 -26.482 -3.620 -0.2 0.1 -0.1
O -13.742 -22.287 -3.066 -0.2 0.1 -0.1
H -13.003 -22.535 -2.482 0.0 0.1 0.3
H -14.070 -21.438 -2.763 0.0 0.0 0.0
O -11.706 -24.448 -3.821 0.0 -0.3 0.0
H -12.647 -24.351 -4.028 0.1 -0.1 -0.5
H -11.538 -23.812 -3.112 0.2 0.2 0.2
O -14.685 -24.147 -4.756 -0.1 -0.3 0.4
H -14.988 -23.645 -5.518 0.2 -0.1 -0.2
H -14.480 -23.482 -4.073 -0.1 0.4 -0.1
O -10.058 -24.661 -5.951 0.2 0.0 -0.1
H -10.401 -24.616 -5.042 -0.4 0.0 0.0
H -9.526 -25.461 -5.988 0.1 0.0 -0.1
C -9.682 -22.745 -0.123 -0.1 0.9 0.6
C -10.839 -22.045 -0.839 0.5 -0.5 -0.6
C -10.336 -21.133 -1.946 -0.6 0.2 0.3
O -11.680 -23.022 -1.492 0.1 0.2 0.0
H -9.324 -23.610 -0.672 0.0 -0.1 0.0
H -9.956 -22.989 0.905 -0.1 -0.5 -0.2
H -8.864 -22.028 -0.007 0.1 -0.1 -0.2
H -11.464 -21.497 -0.131 0.1 0.1 0.1
H -9.762 -21.694 -2.682 0.1 0.0 0.0
H -9.751 -20.315 -1.525 0.1 -0.1 -0.1
H -11.197 -20.696 -2.457 0.1 0.0 -0.1
H -11.642 -23.869 -1.017 -0.1 -0.2 0.5
C -13.238 -26.468 -6.849 -0.1 -0.2 0.0
C -13.106 -25.423 -7.945 -0.2 -0.1 -0.3
C -14.404 -25.171 -8.697 0.3 0.6 -0.1
O -12.714 -24.164 -7.409 0.0 -0.2 -0.1
H -12.378 -26.462 -6.177 0.1 0.0 -0.1
H -13.319 -27.472 -7.274 0.0 0.0 0.0
H -14.124 -26.280 -6.238 0.0 0.1 -0.1
H -12.376 -25.753 -8.698 0.2 0.0 0.2
H -14.790 -26.027 -9.247 0.0 -0.2 0.3
H -14.211 -24.391 -9.438 0.0 0.0 0.0
H -15.136 -24.758 -7.999 -0.2 -0.3 -0.1
H -11.874 -24.311 -6.954 0.1 0.1 0.1
C -10.089 -26.915 -1.281 0.0 -0.3 0.2
C -11.548 -26.604 -0.978 0.4 0.8 0.8
C -12.273 -27.753 -0.314 -0.2 0.0 -0.3
O -11.595 -25.432 -0.112 -0.2 -0.1 0.0
H -9.632 -26.100 -1.844 0.0 0.1 0.0
H -10.004 -27.823 -1.879 0.1 0.2 0.2
H -9.537 -27.055 -0.349 0.1 0.1 0.1
H -12.061 -26.263 -1.874 0.0 0.1 0.9
H -13.318 -27.493 -0.149 0.0 -0.1 -0.1
H -11.837 -28.015 0.655 0.2 0.1 0.0
H -12.207 -28.628 -0.962 -0.1 0.0 0.1
H -11.414 -25.715 0.790 0.1 0.1 0.0
C -9.648 -19.531 -5.675 0.5 0.3 -0.3
C -9.349 -20.965 -6.081 -0.1 0.3 0.6
C -7.997 -21.436 -5.561 0.0 -0.5 0.2
O -10.395 -21.775 -5.543 0.3 0.0 -0.3
H -10.438 -19.101 -6.291 -0.2 -0.1 0.2
H -8.758 -18.916 -5.842 -0.1 0.0 -0.1
H -9.892 -19.434 -4.618 -0.1 -0.2 0.0
H -9.343 -21.027 -7.175 -0.1 0.0 0.0
H -7.732 -22.397 -6.009 0.1 0.1 -0.1
H -8.045 -21.632 -4.486 -0.1 0.3 0.0
H -7.203 -20.713 -5.746 0.0 0.0 -0.1
H -10.187 -22.680 -5.810 -0.2 -0.1 0.0
C -14.902 -28.812 -2.737 -0.1 0.0 -0.3
C -14.917 -27.704 -3.773 -0.5 -0.1 -0.2
C -16.332 -27.370 -4.242 0.0 -0.6 0.0
O -14.281 -26.568 -3.197 0.1 -0.1 0.3
H -13.875 -29.081 -2.490 -0.1 0.0 0.2
H -15.389 -29.699 -3.146 0.0 0.0 0.0
H -15.450 -28.489 -1.852 0.1 -0.1 0.1
H -14.368 -28.071 -4.651 0.2 0.3 0.1
H -16.642 -28.145 -4.948 -0.1 0.1 0.0
H -16.373 -26.407 -4.748 0.0 0.0 0.0
H -17.043 -27.408 -3.414 0.0 0.3 0.0
H -14.567 -25.762 -3.651 0.0 -0.1 -0.3

In eV, the LUMO values for the records above are, in order, -0.51 0.93 0.54.